1.
Formula: C11H20Si2
Source: the OMol25 dataset
Level of theory: wB97M-V/def2-TZVPD

F_max	4.944	eV/Å
HOMO level	-0.3362	hartree
net charge	0
spin multiplicity	1

Each line ends with the natural charge from an NBO analysis.
Positions of all 33 atoms, in Å:
C 3.92514 -1.64689 -0.10391  -0.21
C 3.28186 -1.64650 1.12976  -0.21
C 3.36807 -0.92055 -1.16462  -0.21
C 2.04592 -1.03884 1.37254  -0.20
C 2.12237 -0.31404 -0.94535  -0.17
C 1.45334 -0.28216 0.36092  -0.52
C 0.52370 3.20850 -0.56331  -0.62
C -1.51825 -2.40891 -0.34688  -1.12
C -3.45938 -0.58863 1.06785  -1.13
C 0.70853 2.51457 0.79684  -0.89
C -1.49053 0.62035 -0.82552  -1.28
Si 0.03270 0.76924 0.77487  1.46
Si -2.58723 -0.85281 -0.57387  1.41
H 4.80310 -2.27908 -0.14381  0.22
H 3.95858 -2.29893 1.88870  0.22
H 3.81143 -0.91276 -2.13276  0.22
H 1.65287 -1.00773 2.44024  0.22
H 1.74961 0.29812 -1.68418  0.20
H 1.13976 2.65042 -1.34034  0.21
H -0.66802 3.16012 -0.79769  0.22
H 0.90031 4.27949 -0.76758  0.22
H -1.11351 -2.12533 0.70352  0.22
H -2.14777 -3.34663 -0.16579  0.24
H -0.59848 -2.75404 -0.78162  0.25
H -4.28152 0.17641 1.19599  0.25
H -3.69101 -1.58175 1.49868  0.24
H -2.69919 -0.21680 1.82270  0.23
H 0.15572 2.92937 1.65181  0.23
H 1.74207 2.45359 1.20053  0.24
H -1.20477 0.84752 -1.79685  0.23
H -2.17438 1.59129 -0.57435  0.23
H -0.88637 0.51112 1.79878  -0.19
H -3.73914 -1.28120 -1.57182  -0.19

Forces on the atoms, in the same order (eV/Å):
C -0.833 0.274 0.285
C 2.228 -2.280 1.350
C -1.346 -0.521 1.288
C 0.590 0.517 1.368
C 0.721 -0.342 3.093
C 1.795 -1.866 -1.403
C -1.155 0.548 -1.469
C -0.633 -0.518 2.991
C 0.606 0.560 1.789
C 0.117 0.204 0.937
C -0.860 2.331 3.704
Si -1.706 0.895 -4.554
Si -0.626 -0.989 -0.720
H 0.190 0.390 -0.509
H -2.375 1.757 -1.159
H 0.281 0.144 -0.550
H 0.364 -0.252 -1.546
H -1.057 1.049 -1.725
H -1.199 0.284 0.721
H 3.136 0.240 0.097
H -0.720 -1.391 1.129
H -0.598 -0.619 -1.056
H 0.640 1.275 -0.225
H 0.205 0.355 -1.076
H 0.571 -1.186 -0.582
H -0.573 0.477 -0.280
H -0.582 -0.337 -0.901
H -0.100 0.681 -0.448
H -0.324 0.121 -0.637
H 1.107 0.109 -1.853
H 1.314 -2.115 -0.270
H -0.260 -0.580 1.697
H 1.085 0.783 0.510



2.
Formula: C11H21AlCl18N
Source: the OMol25 dataset
Level of theory: wB97M-V/def2-TZVPD

F_max	1.585	eV/Å
HOMO level	-0.1415	hartree
net charge	-1
spin multiplicity	1

Each line ends with the natural charge from an NBO analysis.
Positions of all 52 atoms, in Å:
C 2.20434 0.16545 0.35859  -0.60
C 1.23527 0.35158 -0.84678  -0.21
C 0.87734 1.83660 -0.88359  -0.62
C 0.01866 -0.59555 -0.66472  -0.95
Al -1.76576 -0.10075 -1.54078  1.11
C -3.02751 0.45757 -0.01690  -0.75
N -2.68240 1.80182 0.59237  -0.87
H 2.96024 -0.59333 0.16872  0.19
H 2.71610 1.11553 0.54200  0.18
H 1.62614 -0.04272 1.25422  0.20
H 1.78234 0.04734 -1.73743  0.18
H 0.05498 2.07358 -1.55193  0.23
H 1.75068 2.38687 -1.25198  0.18
H 0.70752 2.20640 0.12719  0.19
H -0.18209 -0.76276 0.39573  0.19
H 0.30542 -1.57003 -1.07502  0.20
H -2.46740 -1.39931 -2.21421  -0.44
H -1.67964 1.12133 -2.58482  -0.43
H -4.07132 0.44596 -0.32571  0.17
H -2.86246 -0.28471 0.77079  0.16
H -1.79271 2.09219 0.19940  0.34
H -3.36023 2.47512 0.25061  0.33
C 4.56135 -2.97584 2.08758  -0.29
Cl 2.93950 -3.24338 1.46412  0.05
Cl 5.76868 -3.27291 0.82807  0.00
Cl 4.73169 -1.34006 2.73466  0.02
H 4.73669 -3.67598 2.89305  0.22
C 8.37226 -0.70410 1.43240  -0.29
Cl 8.63043 -0.22782 3.11440  0.01
Cl 8.44634 0.70206 0.36916  0.02
Cl 9.56049 -1.91926 0.94637  0.00
H 7.38571 -1.14132 1.34718  0.24
C 10.40844 1.69094 6.28223  -0.28
Cl 10.60610 1.92531 8.02117  0.01
Cl 11.96611 1.39435 5.50897  0.02
Cl 9.28549 0.37339 5.94854  0.03
H 9.99338 2.59886 5.86541  0.23
C -7.03834 -1.64710 0.27853  -0.29
Cl -7.98552 -1.74991 -1.21575  -0.02
Cl -5.41128 -2.25326 0.01934  0.06
Cl -7.01083 0.01119 0.87860  0.02
H -7.52213 -2.26585 1.02200  0.22
C -10.50053 0.90083 -2.48951  -0.28
Cl -10.95150 1.59867 -4.04792  0.01
Cl -10.10289 2.16503 -1.32825  0.02
Cl -11.79346 -0.13253 -1.87064  0.01
H -9.61945 0.28899 -2.63446  0.24
C -4.31151 -0.13498 -5.55212  -0.29
Cl -3.21735 1.22709 -5.37479  0.04
Cl -4.48600 -1.03046 -4.04754  0.06
Cl -5.89382 0.41466 -6.15422  -0.03
H -3.89560 -0.80477 -6.29236  0.22

Forces on the atoms, in the same order (eV/Å):
C 0.051 0.727 -0.673
C -0.281 -0.525 1.469
C 0.687 0.032 -0.465
C 0.016 0.309 -0.967
Al -0.401 -0.185 0.678
C 1.027 0.303 -0.189
N -0.242 -0.274 -0.210
H -0.066 -0.217 0.186
H 0.318 -0.072 0.041
H 0.056 -0.256 0.139
H -0.104 0.230 -0.319
H -0.209 -0.059 0.104
H 0.022 0.140 0.029
H -0.375 0.010 0.082
H -0.011 0.072 0.167
H -0.020 -0.172 0.096
H 0.172 -0.288 -0.010
H 0.097 0.158 -0.255
H -0.160 -0.030 0.154
H -0.430 -0.176 0.106
H -0.082 0.193 0.038
H 0.145 0.062 0.030
C -0.233 0.062 -0.061
Cl 0.061 -0.032 0.062
Cl 0.075 -0.043 0.002
Cl 0.059 -0.043 0.007
H 0.056 0.007 -0.006
C 0.045 0.074 0.024
Cl -0.067 -0.091 -0.438
Cl -0.022 -0.032 0.011
Cl -0.065 -0.009 -0.005
H 0.003 -0.005 0.007
C 0.026 -0.069 0.000
Cl -0.013 0.018 -0.022
Cl -0.022 0.022 -0.005
Cl 0.070 0.100 0.438
H 0.000 0.000 0.002
C 0.239 0.067 0.022
Cl -0.107 -0.050 -0.056
Cl -0.052 0.008 -0.031
Cl -0.044 -0.024 0.008
H -0.055 0.008 -0.027
C 0.000 0.064 0.045
Cl 0.013 -0.026 0.005
Cl 0.008 -0.040 -0.020
Cl 0.033 -0.016 -0.018
H 0.003 0.003 0.014
C -0.075 -0.121 0.180
Cl -0.009 -0.006 0.007
Cl -0.046 0.189 -0.267
Cl -0.051 -0.010 -0.074
H -0.040 0.012 -0.037



3.
Formula: C11H21BO3
Source: the OMol25 dataset
Level of theory: wB97M-V/def2-TZVPD

F_max	3.819	eV/Å
HOMO level (spin up / spin down)	-0.3036 / -0.2511	hartree
net charge	0
spin multiplicity	1

Each line ends with the natural charge from an NBO analysis.
Positions of all 36 atoms, in Å:
B 0.05714 -0.83758 -0.92985  0.99
C -2.01018 1.88858 0.37027  -0.44
C -2.62097 1.25511 -0.63798  -0.28
C 1.70118 -0.88248 0.64508  0.26
C 1.64982 0.57448 -0.06957  0.25
C 3.08063 -1.50694 0.52693  -0.65
C 1.21581 -0.86472 2.13089  -0.62
C 2.71158 0.83525 -1.07796  -0.63
C 1.46661 1.70518 0.90565  -0.64
C -4.24991 -0.41610 -1.76847  -0.70
C -1.10588 -0.99441 -1.85120  -0.63
C -3.41749 0.03162 -0.60590  0.39
O 0.80357 -1.66028 -0.14311  -0.70
O 0.43104 0.52671 -0.82540  -0.71
O -3.68119 -0.49118 0.58612  -0.66
H -1.53970 2.78999 0.06351  0.21
H -2.12736 1.73078 1.45994  0.19
H -2.69967 1.53718 -1.64857  0.21
H 2.98366 -2.49030 0.90364  0.22
H 3.91682 -0.91844 0.89372  0.22
H 3.18688 -1.82203 -0.52064  0.22
H 0.22240 -0.49574 2.23044  0.21
H 1.85980 -0.04268 2.65875  0.21
H 1.34136 -1.83476 2.51114  0.22
H 2.47354 1.77697 -1.63874  0.23
H 2.72413 -0.22590 -1.69684  0.21
H 3.71305 0.86449 -0.68756  0.21
H 2.31510 1.77863 1.54525  0.21
H 0.58492 1.54654 1.52697  0.21
H 1.14787 2.56069 0.33512  0.22
H -3.62553 -0.24363 -2.65032  0.23
H -4.50584 -1.54464 -1.66077  0.23
H -5.28660 -0.01784 -2.06174  0.23
H -1.22753 -0.17787 -2.48365  0.19
H -1.76132 -1.81410 -2.04456  0.19
H -3.32917 -0.01220 1.29851  0.49

Forces on the atoms, in the same order (eV/Å):
B 0.130 2.067 0.276
C -0.611 0.479 0.364
C -1.992 -2.723 0.179
C 0.325 1.630 0.202
C -1.345 -0.479 1.121
C -0.863 -0.369 -1.355
C 2.198 2.919 -1.109
C 0.310 -2.552 -1.910
C -1.112 -0.491 -0.020
C -1.035 -1.957 -0.554
C -0.638 -1.428 0.486
C 0.635 2.013 0.440
O -0.137 -0.579 0.093
O 0.190 -1.516 0.130
O -1.647 -2.291 -0.984
H 0.597 0.684 0.259
H 0.181 -0.313 -0.862
H 0.955 1.315 -1.038
H 0.378 -0.967 1.440
H -0.077 -0.182 0.120
H 0.471 0.822 -0.034
H -0.975 -0.041 -0.086
H -0.899 -1.958 -0.534
H 0.126 -1.143 0.871
H 0.241 -1.210 0.149
H -0.051 3.161 0.615
H 0.427 0.352 0.405
H 0.758 0.778 0.338
H 0.101 -0.344 0.129
H 0.720 0.794 -0.164
H -0.237 -0.357 -0.053
H 0.856 1.700 -0.247
H 1.389 0.285 1.193
H -0.310 1.250 -1.136
H -0.087 -0.575 -0.013
H 1.029 1.225 1.290